Entry 1:
{"formula": "C2H7NO3", "method": "wB97M-V/def2-TZVPD", "smiles": "N=C(O)O.CO", "symbols": ["C", "C", "N", "O", "O", "O", "H", "H", "H", "H", "H", "H", "H"], "xyz": [[0.86, 1.13, -0.13], [-0.78, -1.27, 0.67], [-0.25, 1.70, -0.42], [1.49, 0.26, -0.96], [1.71, 1.70, 0.74], [-1.22, -0.56, -0.82], [0.80, -0.27, -1.41], [2.53, 1.19, 0.75], [-1.78, -1.09, -1.41], [-1.07, 1.43, 0.12], [0.14, -1.84, 0.61], [-0.77, -0.49, 1.43], [-1.66, -1.89, 0.83]]}

=====

Entry 2:
{"formula": "C2H7NO3", "method": "wB97M-V/def2-TZVPD", "smiles": "NCC(=O)O.O", "symbols": ["O", "O", "C", "N", "C", "H", "H", "H", "H", "H", "O", "H", "H"], "xyz": [[1.78, -1.43, 2.46], [1.68, 0.77, 1.80], [1.40, -0.55, 1.66], [-0.12, 0.53, 0.10], [0.66, -0.72, 0.33], [1.06, 1.16, 1.13], [-0.56, 0.59, -0.82], [-0.88, 0.60, 0.79], [-0.08, -1.54, 0.22], [1.33, -0.75, -0.56], [-2.14, 0.85, -2.39], [-2.71, 0.19, -1.94], [-1.41, 0.31, -2.78]]}

=====

Entry 3:
{"formula": "C2H7NO3S", "method": "wB97M-V/def2-TZVPD", "symbols": ["C", "C", "N", "O", "O", "O", "S", "H", "H", "H", "H", "H", "H", "H"], "xyz": [[0.11, 2.33, -1.24], [-0.07, -1.56, 0.47], [-0.60, -2.87, 0.77], [1.50, 0.88, 0.88], [-0.45, 2.25, 0.03], [-0.66, -0.33, 1.03], [0.14, 1.21, 1.23], [-0.43, 1.71, -2.08], [1.15, 1.92, -1.38], [0.23, 3.41, -1.63], [1.09, -1.43, 0.56], [-0.15, -1.44, -0.72], [-1.57, -2.90, 0.40], [-0.30, -3.19, 1.67]]}

=====

Entry 4:
{"formula": "C2H7NOS", "method": "wB97M-V/def2-TZVPD", "symbols": ["C", "C", "N", "O", "S", "H", "H", "H", "H", "H", "H", "H"], "xyz": [[0.39, 2.08, 1.08], [1.11, -0.83, -1.00], [-0.31, -0.62, -0.87], [-1.52, -0.80, 1.60], [-1.12, 0.06, 0.50], [0.58, 1.30, 1.85], [-0.36, 2.66, 1.44], [1.53, 0.15, -0.98], [1.38, -1.42, -0.20], [1.27, -1.37, -1.93], [-0.84, -1.50, -1.05], [-2.12, 0.29, -0.44]]}

=====

The evaluated HOMO for the records listed, in turn: -8.0; -10.3; -9.9; -8.9 eV.